62
Properties=species:S:1:pos:R:3:forces:R:3 method="wB97M-V/def2-TZVPD" de_lowest_ev=1.738 homo_ev=-8.76 homo_lumo_gap_ev=9.24 smiles="NC(N)=O.CCO.CCO.CO.CO.CO.CO.CO.CO" lumo_ha=0.0178
N -0.2786 0.3001 5.4983 1.483 0.270 4.523
C -0.8796 0.3391 4.3303 1.328 6.230 -4.415
N -1.3856 -0.7899 4.0703 -2.995 -4.984 -0.903
O -0.8666 1.3961 3.3573 -0.131 -5.083 5.131
H 0.2564 1.0231 5.9293 0.064 0.914 -0.629
H -0.4646 -0.4169 6.2573 -0.004 1.012 -2.047
H -1.8786 -0.9269 3.1903 -0.012 -0.200 -0.077
H -1.4136 -1.5689 4.7933 0.088 1.642 -1.686
C 1.6634 0.0121 1.8743 1.052 0.736 -0.045
C 2.3214 0.7731 0.6943 0.269 -0.114 -0.060
O 3.6974 0.5171 0.3353 0.253 -1.339 1.192
H 1.9684 0.2991 2.8903 0.143 0.377 -0.475
H 1.9144 -1.0299 1.8063 -0.204 -0.668 -0.268
H 0.5834 0.2021 1.8003 0.304 -0.285 0.005
H 2.3594 1.8441 0.8413 -1.216 0.302 0.097
H 1.7684 0.4251 -0.1787 -0.552 0.576 -0.186
H 3.8854 1.0591 -0.4247 0.033 0.260 -0.269
C 0.5724 0.9411 -4.2717 -1.226 -0.586 -1.302
C 0.1444 -0.5449 -4.1897 0.709 2.741 -1.810
O 0.1754 -0.8439 -2.8607 -0.026 -1.808 1.930
H 1.4624 1.0291 -3.6727 0.438 0.363 -0.212
H -0.1936 1.5951 -3.9167 -0.658 0.253 1.093
H 0.6004 1.3411 -5.2977 0.880 -0.572 0.088
H 0.8934 -1.0869 -4.6887 1.267 -0.905 -0.744
H -0.7456 -0.8019 -4.7387 -0.976 0.192 0.226
H 0.5044 -1.7559 -2.8197 -0.213 0.218 0.716
C 0.7774 -3.0259 0.1923 -4.430 0.601 -1.441
O 1.0504 -3.8279 -0.8957 2.218 -0.893 -1.519
H -0.3516 -3.0719 0.1113 0.739 0.716 1.608
H 0.9834 -2.0119 -0.0157 0.700 1.103 -0.434
H 1.1394 -3.2489 1.1403 0.860 -1.044 1.591
H 0.4534 -4.5669 -0.8917 -0.140 -0.425 0.043
C -3.2286 -2.5469 1.0573 -1.706 -0.152 -3.797
O -2.4426 -1.5039 1.4603 0.607 0.674 4.162
H -2.4886 -3.2079 0.5933 -0.881 -0.991 -0.039
H -3.8326 -2.0529 0.2093 0.326 -1.608 0.853
H -3.9996 -3.0819 1.6803 1.321 0.961 0.319
H -2.3506 -0.8869 0.7663 0.380 0.987 -1.346
C 1.8714 3.2341 -2.0427 -2.370 -1.441 2.431
O 2.1324 3.9731 -0.8797 0.310 0.972 0.677
H 0.7704 3.2911 -2.2947 1.213 -0.090 0.404
H 2.1614 2.2021 -1.8267 -0.327 -0.264 -0.374
H 2.4094 3.5731 -2.8207 1.820 1.202 -3.000
H 3.0334 4.3391 -0.8887 -0.577 -0.301 -0.132
C 0.9694 3.8051 2.3973 -2.654 0.499 0.827
O 1.3524 2.8151 3.2733 2.225 -0.356 0.743
H 0.0764 3.4501 1.9103 -0.560 -0.088 -0.781
H 1.6304 4.1061 1.6233 1.174 0.059 -0.327
H 0.5714 4.6681 2.9633 0.574 0.208 -0.234
H 0.6484 2.1601 3.3693 -0.682 0.015 -0.153
C -2.0386 -3.1749 -2.9037 -0.028 -0.468 -1.700
O -2.9656 -2.3739 -2.2957 -0.869 1.048 1.258
H -1.1216 -3.3689 -2.3607 0.290 0.156 0.275
H -1.8396 -2.7649 -3.9137 0.469 -0.373 0.244
H -2.5586 -4.1049 -3.0407 0.102 -0.779 -0.261
H -2.5236 -1.6319 -1.8797 0.005 0.461 0.152
C -1.2396 1.1901 -0.5247 -0.144 1.684 -2.745
O -1.4576 -0.1639 -0.8187 0.393 -0.577 0.519
H -0.8576 1.5291 0.3923 0.315 -0.574 1.945
H -2.1696 1.7291 -0.7287 0.124 0.178 0.087
H -0.4646 1.5451 -1.2457 -0.624 0.154 0.282
H -0.7616 -0.3259 -1.4787 -0.268 -0.795 -0.009


48
Properties=species:S:1:pos:R:3:forces:R:3 method="wB97M-V/def2-TZVPD" de_lowest_ev=1.111 homo_ev=-8.91 homo_lumo_gap_ev=9.15 smiles="O=C(NNC(=O)[C@H]1CC[C@H](C(=O)NNC(=O)c2cccs2)CC1)c1cccs1" lumo_ha=0.0088
O 4.0667 3.4983 0.7070 -0.016 0.145 -0.115
C 4.7589 2.7214 1.3475 -0.568 -0.512 0.135
N 4.2431 1.5464 1.7959 -0.176 -0.462 0.067
N 2.9533 1.2016 1.4023 0.284 0.800 -0.153
C 2.5428 -0.0830 1.4811 -0.208 0.053 -0.042
O 3.2539 -0.9373 1.9763 0.253 -0.256 0.133
C 1.1441 -0.3365 0.9498 0.142 0.208 -0.008
C 1.0540 -0.0443 -0.5520 -0.131 -0.346 0.019
C -0.3458 -0.3719 -1.0664 0.134 0.345 -0.029
C -1.3903 0.4498 -0.3033 -0.131 -0.216 -0.022
C -2.7901 0.2053 -0.8350 0.170 -0.034 0.132
O -3.4971 1.0660 -1.3251 -0.228 0.246 -0.181
N -3.2377 -1.0614 -0.6926 -0.230 -0.827 0.000
N -4.4830 -1.4188 -1.2013 0.152 0.477 -0.007
C -4.7396 -2.7374 -1.4095 0.397 0.600 0.291
O -3.9378 -3.5891 -1.0567 0.068 -0.173 -0.011
C -6.0290 -3.0368 -2.0239 -0.505 -0.497 -0.295
C -7.0432 -2.2134 -2.4423 0.456 -0.182 0.201
C -8.1249 -2.9252 -2.9886 -0.179 -0.171 -0.105
C -7.9191 -4.2720 -2.9793 0.338 -0.073 0.153
S -6.4072 -4.7027 -2.3042 -0.172 0.562 -0.045
C -1.3022 0.1556 1.1977 0.155 0.332 -0.010
C 0.0975 0.4809 1.7139 -0.154 -0.330 0.013
C 6.1436 2.9854 1.7244 0.634 0.433 -0.027
C 7.0403 2.2429 2.4500 -0.440 0.167 -0.246
C 8.2878 2.8775 2.5768 0.224 0.148 -0.009
C 8.3230 4.0858 1.9482 -0.337 0.067 -0.159
S 6.8397 4.4782 1.1914 0.076 -0.506 0.294
H 4.7588 0.7652 2.1788 -0.031 0.129 -0.084
H 2.5043 1.9527 0.8911 0.024 -0.202 0.073
H 0.9483 -1.4014 1.1129 0.112 0.077 0.028
H 1.2687 1.0086 -0.7457 0.047 0.058 -0.048
H 1.7926 -0.6431 -1.0882 0.056 0.078 -0.020
H -0.5346 -1.4394 -0.9348 -0.011 -0.080 -0.040
H -0.4077 -0.1476 -2.1329 -0.038 -0.087 -0.022
H -1.1883 1.5135 -0.4667 -0.111 -0.077 -0.031
H -2.6911 -1.8736 -0.4311 -0.032 0.206 -0.045
H -4.9825 -0.6347 -1.5997 0.058 -0.148 0.015
H -7.0262 -1.1413 -2.3622 0.027 0.213 0.037
H -9.0147 -2.4588 -3.3714 -0.154 0.048 -0.067
H -8.5776 -5.0393 -3.3351 -0.164 -0.140 -0.082
H -1.5218 -0.8969 1.3865 -0.049 -0.054 0.045
H -2.0408 0.7547 1.7331 -0.061 -0.073 0.025
H 0.2897 1.5479 1.5874 0.011 0.074 0.041
H 0.1598 0.2520 2.7792 0.039 0.086 0.031
H 6.8232 1.2827 2.8825 -0.074 -0.188 0.083
H 9.1211 2.4560 3.1095 0.150 -0.044 0.080
H 9.1452 4.7709 1.8881 0.194 0.126 0.008


13
Properties=species:S:1:pos:R:3:forces:R:3 method="wB97M-V/def2-TZVPD" de_lowest_ev=5.196 homo_ev=-7.51 homo_lumo_gap_ev=7.80 lumo_ha=0.0106
C 0.1805 0.5776 -0.5306 -3.312 0.189 3.167
C -0.8923 0.8729 1.3446 0.449 0.455 0.077
C -0.2039 -0.3688 1.4588 -3.927 1.303 4.066
H 1.5246 0.0490 -1.9139 -1.158 0.746 0.107
H 0.4547 1.2767 -2.7251 0.095 -2.899 4.595
H -1.5149 1.5382 2.0319 1.251 -1.571 -0.637
H -0.2298 -1.2019 2.2424 -0.007 1.658 -1.241
H 0.4417 -1.8251 -1.5063 -0.463 -0.015 4.889
H 1.4011 -2.4729 0.2561 -4.111 1.714 -2.542
N 0.5865 0.4930 -1.8069 1.948 1.631 -5.713
N -0.6415 1.4772 0.0832 2.307 -2.696 0.023
N 0.3058 -0.6038 0.2866 1.664 0.974 -5.318
N 0.2374 -1.9170 -0.2803 5.265 -1.489 -1.472


67
Properties=species:S:1:pos:R:3:forces:R:3 method="wB97M-V/def2-TZVPD" de_lowest_ev=2.345 homo_ev=-10.81 homo_lumo_gap_ev=6.73 lumo_ha=-0.1498 charge=+1
C 2.7934 -0.5745 2.3127 0.749 0.501 -1.234
C 2.9647 -1.1817 0.9982 -0.653 0.313 0.310
C 2.5905 -0.2334 -0.0073 0.121 -0.247 0.770
H 3.2641 -2.2117 0.7493 -0.250 0.614 0.486
C 2.2728 0.9900 0.6424 0.525 -0.222 1.111
C 2.4330 0.8155 2.0687 0.292 0.006 -0.679
H 2.0785 1.9061 0.0863 -0.283 -0.211 0.459
C -0.8103 -2.3970 2.1948 -0.411 -0.104 -0.899
C 0.3408 -2.9889 1.5532 0.130 0.427 -0.730
C 0.2349 -2.7284 0.1262 0.246 0.503 0.931
H 1.2054 -3.4761 2.0390 -0.785 0.157 -0.326
C -0.9300 -1.9508 -0.1468 -0.524 -1.449 1.389
C -1.5968 -1.8068 1.1328 0.454 0.241 0.086
H 2.6322 -0.3544 -1.1069 -0.207 -0.073 0.892
H 2.2072 1.5882 2.8028 0.265 -0.274 -0.101
H 2.8678 -1.0916 3.2832 0.347 0.432 -0.521
H -2.5887 -1.3714 1.2147 0.361 0.062 0.356
H 0.8981 -3.0666 -0.6827 -0.097 0.162 0.780
H -1.0068 -2.3080 3.2794 -0.113 -0.441 -0.763
Zr 0.5573 -0.5570 1.7451 -1.154 -0.115 -3.155
C -1.6715 -1.9250 -1.5084 0.018 0.942 -0.692
C -3.0239 -2.6334 -1.3090 -0.256 -0.185 0.295
C -0.9313 -2.7146 -2.6067 0.347 -0.036 0.217
H -2.8535 -3.6916 -1.0855 -0.001 0.127 0.074
H -3.6562 -2.5975 -2.2042 0.310 0.111 0.045
H -3.6055 -2.2112 -0.4847 0.059 -0.006 -0.146
H -0.7356 -3.7275 -2.2155 0.047 0.305 -0.333
H 0.0255 -2.2287 -2.8591 -0.240 -0.233 -0.029
H -1.5352 -2.8277 -3.5339 0.286 0.271 0.685
C -2.0052 -0.4809 -2.0199 -0.433 0.807 -0.543
C -0.9178 0.4707 -2.5954 1.419 -0.117 0.965
H -2.5582 0.0510 -1.2224 0.531 0.021 -0.108
H -2.7682 -0.5428 -2.8159 0.296 -0.369 0.163
O 0.1216 0.8391 -2.0279 -1.547 -2.127 2.665
N -0.9729 1.0047 -3.8494 -0.574 0.627 0.484
C 0.0780 2.0442 -3.9190 0.083 0.067 -0.077
H -1.8777 1.2735 -4.2207 0.147 -0.324 -0.174
C 1.4718 1.4494 -3.8633 1.315 -0.377 -1.244
C 2.5935 2.0701 -3.2700 -0.020 -0.076 -0.191
H 2.4489 2.9809 -2.6770 0.083 -0.260 -0.265
C 3.8959 1.5433 -3.4272 -0.386 -0.302 -0.120
H 4.7697 2.0253 -2.9537 -0.689 -0.167 -0.322
C 4.0953 0.3688 -4.1811 -0.337 0.070 0.249
H 5.1011 -0.0498 -4.3184 -0.484 0.276 0.092
C 2.9816 -0.2922 -4.7211 -0.145 0.201 0.327
H 3.1018 -1.2451 -5.2560 -0.024 0.554 0.200
C 1.6976 0.2519 -4.5536 0.313 -0.061 -0.096
H 0.8221 -0.2568 -4.9597 0.340 0.025 -0.087
H 0.0260 2.7094 -3.0477 -0.384 0.171 -0.434
H -0.1324 2.5611 -4.8392 0.333 0.444 -0.433
C -1.2530 1.4157 6.4063 -0.487 0.423 -0.213
C -0.3056 0.5089 5.8731 0.343 -0.390 -0.608
C -0.1781 0.3758 4.4997 -0.340 0.335 0.280
C -1.0002 1.1647 3.6435 -1.074 0.929 -0.471
C -0.8937 1.1587 2.2306 1.754 -1.690 -1.351
C -1.6399 1.9039 1.3440 -0.211 0.095 1.042
C -2.6645 2.7231 1.8949 0.096 0.026 0.598
C -2.8197 2.7778 3.2803 -0.085 0.155 -0.581
C -1.9989 2.0472 4.1861 0.646 -0.515 -0.413
C -2.0906 2.1610 5.5872 0.159 -0.167 0.486
H -1.3283 1.5327 7.4846 0.050 -0.082 -0.199
H 0.3375 -0.0866 6.5283 -0.325 0.305 -0.127
H 0.5950 -0.3316 4.0897 -0.360 0.451 0.513
H -1.4196 1.8452 0.2666 -0.336 0.122 0.525
H -3.3122 3.3050 1.2337 0.163 -0.118 0.355
H -3.5872 3.4137 3.7280 0.175 -0.135 -0.260
H -2.8345 2.8647 5.9839 0.414 -0.401 0.094


2
Properties=species:S:1:pos:R:3:forces:R:3 method="wB97M-V/def2-TZVPD" de_lowest_ev=6.653 homo_ev=-9.50 homo_lumo_gap_ev=5.93 lumo_ha=-0.1311
H 0.0000 0.0000 1.3486 0.000 0.000 -1.775
H 0.0000 0.0000 -1.3486 0.000 0.000 1.775


17
Properties=species:S:1:pos:R:3:forces:R:3 method="wB97M-V/def2-TZVPD" de_lowest_ev=4.454 homo_ev=-8.61 homo_lumo_gap_ev=9.35 smiles=ONC1CC1.N#CN lumo_ha=0.0271
O -1.2648 -0.0338 -1.3578 0.418 0.735 -0.055
N 0.0555 0.2585 -0.8833 0.453 0.417 -0.782
C 0.0138 0.8680 0.4268 -0.262 0.118 -0.447
C -0.9286 0.3447 1.4659 0.109 -0.132 0.060
C -1.1149 1.7302 0.9004 0.016 0.134 -0.047
H -1.1603 -0.8253 -1.9031 0.175 0.069 0.185
H 0.6868 0.7831 -1.5922 -2.009 -0.679 1.321
H 1.0227 1.1324 0.7200 -0.037 -0.013 0.052
H -1.6472 -0.4026 1.1615 -0.025 0.000 -0.065
H -0.5624 0.2360 2.4767 0.018 0.045 0.036
H -0.8834 2.5827 1.5211 0.039 0.019 0.058
H -1.9466 1.8733 0.2278 -0.026 -0.053 -0.057
N 2.4065 -0.5595 -1.8771 -0.719 -0.866 1.079
C 1.7301 -1.1649 -1.1332 2.301 0.216 -1.651
N 1.2118 -2.1607 -0.3968 -0.557 -0.045 0.426
H 0.4984 -1.8530 0.2522 0.104 -0.077 -0.026
H 1.8828 -2.8091 -0.0089 0.001 0.114 -0.085


56
Properties=species:S:1:pos:R:3:forces:R:3 method="wB97M-V/def2-TZVPD" de_lowest_ev=0.000 homo_ev=-8.50 homo_lumo_gap_ev=8.32 smiles="CCOC(=O)N1CCN(C(=O)c2ccc3c(=O)n(Cc4ccccc4)c(=S)[nH]c3c2)CC1" lumo_ha=-0.0066
C -8.8943 -1.7970 -0.1353 0.298 0.305 0.034
C -8.3588 -0.4500 0.3269 -0.404 -0.222 0.302
O -7.0772 -0.1708 -0.2371 0.273 0.045 -0.138
C -6.0251 -0.7449 0.3837 0.025 -0.010 -0.164
O -6.1033 -1.3975 1.3976 -0.232 -0.155 0.356
N -4.8605 -0.5227 -0.2777 0.017 0.009 -0.149
C -3.6117 -0.9218 0.3285 0.096 0.005 0.421
C -2.8304 0.3187 0.7881 -0.041 -0.531 0.126
N -2.6704 1.2275 -0.3240 -0.137 0.117 0.089
C -1.5138 1.4676 -0.9859 -0.027 0.045 0.054
O -1.4770 2.0397 -2.0591 0.176 0.005 -0.241
C -0.2471 1.0447 -0.3036 0.471 -0.008 -0.061
C 0.1062 1.5759 0.9408 0.022 -0.026 -0.030
C 1.3194 1.2528 1.5074 0.040 -0.086 -0.098
C 2.1994 0.3972 0.8465 -0.259 0.008 -0.263
C 3.4905 0.0538 1.4531 -0.186 0.098 0.195
O 3.8501 0.4561 2.5380 -0.060 0.107 -0.008
N 4.3013 -0.7872 0.6935 -0.110 -0.017 -0.016
C 5.6187 -1.1193 1.2236 0.382 -0.099 0.347
C 6.7082 -0.3739 0.4960 0.041 0.010 0.019
C 6.6232 1.0046 0.3451 -0.008 -0.100 0.037
C 7.6140 1.6958 -0.3282 -0.002 0.097 -0.030
C 8.7004 1.0162 -0.8527 0.060 0.054 -0.049
C 8.7922 -0.3564 -0.7003 0.081 -0.039 0.014
C 7.7988 -1.0495 -0.0314 -0.002 0.075 0.114
C 3.9574 -1.2968 -0.5270 -0.132 -0.383 -0.549
S 4.9145 -2.3167 -1.3919 0.154 -0.286 -0.261
N 2.7421 -0.9485 -1.0358 0.029 0.049 -0.017
C 1.8521 -0.1199 -0.4069 -0.170 0.397 0.608
C 0.6262 0.2124 -0.9807 -0.106 0.049 0.078
C -3.9271 1.6277 -0.9258 -0.165 0.066 -0.445
C -4.7069 0.3916 -1.3867 -0.045 0.365 -0.082
H -8.9312 -1.8364 -1.2214 -0.056 -0.023 -0.091
H -9.8946 -1.9459 0.2608 -0.128 -0.045 0.029
H -8.2492 -2.5934 0.2273 -0.003 -0.080 0.028
H -8.2787 -0.4307 1.4184 -0.048 0.084 -0.186
H -8.9969 0.3676 -0.0152 0.090 -0.076 0.074
H -3.8379 -1.5683 1.1772 0.090 0.038 -0.124
H -3.0210 -1.4757 -0.4096 0.017 0.014 0.050
H -1.8583 0.0195 1.1781 -0.134 0.037 0.010
H -3.3949 0.8244 1.5795 0.069 -0.051 0.012
H -0.5692 2.2498 1.4448 -0.083 0.057 0.069
H 1.6188 1.6491 2.4654 0.032 0.040 0.075
H 5.7691 -2.1975 1.1321 -0.049 0.159 0.035
H 5.6041 -0.8348 2.2796 -0.034 -0.102 -0.220
H 5.7809 1.5389 0.7616 -0.081 0.066 0.048
H 7.5377 2.7672 -0.4424 0.003 0.084 -0.006
H 9.4729 1.5561 -1.3799 0.061 0.040 -0.045
H 9.6361 -0.8915 -1.1096 0.071 -0.042 -0.043
H 7.8655 -2.1221 0.0738 -0.039 -0.117 -0.014
H 2.5212 -1.3308 -1.9464 0.164 0.006 0.188
H 0.3624 -0.1699 -1.9553 -0.036 -0.015 -0.141
H -3.7006 2.2772 -1.7726 -0.080 -0.042 0.138
H -4.5124 2.1785 -0.1824 -0.006 -0.022 -0.036
H -5.6880 0.6747 -1.7620 0.139 -0.026 -0.037
H -4.1469 -0.1153 -2.1805 -0.043 0.071 -0.004


35
Properties=species:S:1:pos:R:3:forces:R:3 method="wB97M-V/def2-TZVPD" homo_ev=-5.92 homo_lumo_gap_ev=8.63 lumo_ha=0.0995 charge=-1
C -1.1926 4.1686 -0.8587 0.013 0.033 0.034
O -0.7730 3.4077 -1.9657 -0.109 0.061 -0.022
C -0.2094 2.1729 -1.5739 0.162 -0.152 0.033
C 0.0492 1.3371 -2.8153 0.091 -0.088 0.078
C 0.8688 0.0557 -2.5685 -0.097 -0.016 -0.046
C 0.0399 -1.1908 -2.2218 -0.059 0.127 0.103
C -0.5905 -1.2436 -0.8198 0.043 -0.149 -0.074
C 0.4269 -1.3135 0.3444 0.023 0.097 -0.204
C 0.1904 -0.3151 1.4893 0.170 -0.125 0.098
Si -1.5084 -0.3492 2.2599 -0.075 0.098 -0.131
Cl -1.4838 -0.8651 4.2487 0.001 -0.017 0.093
H -1.9238 3.6170 -0.2521 0.040 0.050 -0.031
H -0.3457 4.4415 -0.2129 -0.058 -0.029 -0.046
H -1.6566 5.0789 -1.2411 0.037 -0.061 0.037
H -0.8876 1.6621 -0.8799 0.005 0.001 0.000
H 0.7354 2.3469 -1.0329 -0.063 -0.005 -0.030
H 0.5839 1.9777 -3.5238 -0.057 -0.017 0.041
H -0.9111 1.0792 -3.2761 0.073 0.046 -0.011
H 1.6319 0.2424 -1.8044 -0.069 -0.017 0.010
H 1.4233 -0.1682 -3.4864 -0.040 0.024 0.069
H -0.7603 -1.2629 -2.9709 0.070 -0.087 0.059
H 0.6653 -2.0820 -2.3476 -0.002 0.079 0.024
H -1.2884 -0.4061 -0.7008 0.110 0.019 0.024
H -1.2165 -2.1420 -0.7877 -0.027 0.126 0.009
H 1.4353 -1.1427 -0.0494 -0.041 0.009 0.025
H 0.4551 -2.3186 0.7648 -0.046 0.096 -0.057
H 0.8923 -0.5331 2.3045 -0.043 -0.009 -0.124
H 0.3981 0.7077 1.1581 -0.064 0.040 -0.037
H -2.4373 -1.2670 1.5666 0.018 -0.061 0.037
H -2.1299 1.0014 2.2174 0.004 -0.019 -0.024
O 2.2000 -2.1516 4.5766 0.012 0.004 -0.002
Cl 1.9072 -3.3437 3.8133 -0.019 0.096 -0.049
O 3.1149 -3.8338 3.1913 0.014 -0.005 -0.007
O 0.9417 -3.0101 2.7786 0.006 -0.124 0.094
O 1.3551 -4.3575 4.6760 -0.020 -0.024 0.028